87
Properties=species:S:1:pos:R:3:forces:R:3 method="wB97M-V/def2-TZVPD" max_force_ha_per_bohr=0.09696 e_lumo_ev=-0.37 spin_multiplicity=1 e_tot_ha=-32650.26570
N 2.630324 -0.701935 2.415413 0.2 0.3 -0.5
C 1.739671 -1.682545 1.756318 -0.9 0.1 1.6
N 1.546537 -1.458726 0.318362 -0.8 -1.4 -0.4
C 2.702732 -1.433944 -0.530383 0.4 2.3 1.8
O 3.192399 -2.377724 -1.051362 0.4 -0.7 1.1
C 3.051167 0.127204 -0.578228 -1.0 0.9 0.8
C 4.258730 0.861798 -0.844005 -2.0 1.2 1.0
C 4.165052 2.310659 -0.711449 -1.5 -1.5 0.2
C 2.908718 2.971353 -0.335605 0.5 -0.9 -1.1
C 2.960800 4.506516 -0.183545 0.3 -0.6 3.0
C 3.297157 4.702723 1.442820 2.9 -1.3 0.3
C 4.862624 4.460096 1.821875 -3.6 -3.1 1.6
O 3.669439 3.488848 2.151394 -1.4 2.4 -1.1
C 1.674072 2.218779 -0.114483 1.3 -0.8 -0.4
C 0.323224 2.892464 0.238708 0.5 0.2 0.4
C -0.342503 2.359510 1.546483 -0.4 -0.9 -0.1
O 0.230771 2.909385 2.740672 -0.7 -0.4 -0.6
C -1.895237 2.641301 1.455246 1.2 -0.7 0.2
F -2.444636 1.893789 0.447514 0.3 1.2 0.8
F -2.531146 2.240017 2.605373 0.5 1.0 -1.2
F -2.077096 3.979121 1.218906 -0.6 -1.4 0.4
C 1.776673 0.788171 -0.241136 1.7 0.5 -0.8
C 0.726571 -0.347414 -0.079120 2.3 1.4 0.6
O -0.453880 -0.335374 -0.250103 -0.1 -0.1 0.3
H 2.761443 -0.897259 3.406441 -0.1 -0.2 -0.4
H 2.292626 0.259204 2.337394 0.1 -0.3 0.0
H 2.161099 -2.698194 1.975184 -0.5 1.0 -0.6
H 0.714315 -1.640523 2.249373 1.8 0.1 -1.7
H 5.190807 0.329180 -1.108304 -0.7 0.5 0.2
H 5.084649 2.907638 -0.906099 -1.0 -0.4 0.2
H 1.986022 5.015623 -0.348355 0.9 -0.3 -0.3
H 3.825856 4.982696 -0.691221 -0.9 -0.4 0.0
H 2.737675 5.542886 2.013252 1.5 -2.4 -1.0
H 5.383293 3.632747 1.286696 0.5 1.8 -0.3
H 5.127959 4.552065 2.904515 0.6 1.2 -1.4
H -0.402794 2.752124 -0.599602 0.6 0.1 0.6
H 0.495228 3.991760 0.389376 -0.3 -1.0 -0.2
H -0.250792 1.242855 1.652977 -0.2 1.0 -0.6
H -0.002630 2.252527 3.421923 0.3 0.6 -0.1
Br -6.273891 -1.706908 -2.734343 0.1 0.0 -0.1
C -4.648103 -0.809881 -2.141345 -0.1 -0.2 0.2
C -4.954885 0.522445 -1.509579 0.2 0.3 -0.1
Br -5.362582 1.870399 -2.855753 -0.1 0.0 0.1
H -3.994844 -0.734063 -3.007159 -0.1 0.1 0.1
H -4.200959 -1.484946 -1.412448 0.0 0.1 0.0
H -4.083069 0.904245 -0.981015 0.0 -0.1 0.0
H -5.801711 0.489709 -0.828079 0.0 -0.1 -0.1
Br -0.607607 -2.708777 3.464237 -1.1 -0.8 0.9
C -1.599728 -4.156143 2.617698 -0.2 0.2 0.1
C -1.750217 -5.334253 3.544075 0.1 -0.3 -0.1
Br -0.096624 -6.356868 3.659623 0.0 0.1 0.1
H -1.077563 -4.400015 1.694949 0.0 0.0 0.1
H -2.573176 -3.729832 2.377227 0.0 -0.1 0.0
H -2.491013 -6.033404 3.157324 0.0 0.1 0.0
H -2.019673 -5.050408 4.558495 0.0 0.1 -0.1
Br -11.365500 -5.343370 -2.162270 0.1 0.0 -0.1
C -9.607594 -4.517563 -2.311186 -0.1 -0.1 0.3
C -9.714433 -3.056033 -2.659923 0.2 0.1 -0.3
Br -10.135160 -2.805947 -4.545036 0.0 0.0 0.1
H -9.048159 -5.092966 -3.044974 0.0 0.1 0.0
H -9.150329 -4.644275 -1.330278 0.0 0.1 -0.1
H -8.756871 -2.557159 -2.514351 -0.1 -0.1 0.1
H -10.481294 -2.534150 -2.092413 0.0 -0.1 0.0
Br 1.624692 7.276606 1.650143 -0.8 1.3 0.0
C 0.102885 6.414730 2.516380 0.0 -0.1 -0.3
C -0.875239 7.430848 3.044240 -0.1 0.0 0.3
Br -0.230655 8.245527 4.691488 0.0 0.0 -0.1
H 0.505466 5.763226 3.289253 -0.1 0.1 0.0
H -0.359265 5.806074 1.739809 0.0 0.1 0.1
H -1.816040 6.951692 3.312865 0.1 -0.1 -0.1
H -1.071191 8.240769 2.345696 0.1 -0.1 0.0
Br 5.011459 1.020513 -5.688624 0.1 0.0 0.1
C 4.734444 -0.880725 -5.363804 0.0 0.1 -0.3
C 3.326162 -1.160528 -4.908234 -0.2 -0.2 0.3
Br 3.080066 -0.666720 -3.034458 0.0 0.7 -3.4
H 5.487276 -1.191959 -4.643023 -0.1 0.0 0.0
H 4.931766 -1.363773 -6.320305 0.0 0.0 0.1
H 3.114590 -2.229206 -4.952669 0.1 0.0 -0.1
H 2.574556 -0.622117 -5.481424 0.1 0.0 -0.1
Br 5.242233 -5.977258 -1.684345 0.0 0.0 0.1
C 3.666389 -6.748842 -0.838780 0.1 0.0 -0.3
C 2.729859 -5.678412 -0.341873 -0.2 0.0 0.2
Br 3.380974 -4.874384 1.306116 0.1 -0.2 -0.1
H 4.020840 -7.408351 -0.050091 -0.1 0.1 0.0
H 3.188848 -7.343490 -1.617023 0.0 0.1 0.1
H 1.760749 -6.106411 -0.085033 0.1 -0.1 0.0
H 2.587190 -4.867083 -1.053006 0.1 0.0 0.1